No. 1
# C92H104O28

18 unconnected molecules or ions with the total composition C92H104O28 at a distorted geometry (the ωB97M-V functional and the def2-TZVPD basis, the Open Molecules 2025 dataset).

Summary:
Energy relative to the best compared isomer or geometry (same formula, charge and spin) (eV): 3.759
Total energy (Eh): -5674.032220
HOMO-LUMO gap (eV): 7.18

Last column: Löwdin charge in e.
Geometry (Å):
C  5.4897  1.5953  -5.3681  0.019
C  4.4452  1.6932  -6.2050  0.013
C  3.0814  1.2244  -5.9937  -0.394
O  2.1478  1.3193  -6.7900  0.099
C  2.9668  0.5708  -4.6911  0.052
C  4.0777  0.4086  -3.8469  0.038
C  5.4230  0.8592  -4.1215  -0.391
O  6.3946  0.7291  -3.3614  0.097
H  6.3772  2.0906  -5.7333  0.123
H  4.6004  2.2327  -7.1277  0.120
H  1.9857  0.2484  -4.3750  0.112
H  4.0603  -0.1154  -2.9027  0.093
C  -3.5509  2.3715  -6.0683  0.027
C  -4.4759  1.4145  -5.8615  0.030
C  -4.9108  0.5085  -6.9640  -0.399
O  -5.6089  -0.4277  -6.6984  0.129
C  -4.3819  0.8944  -8.2774  0.023
C  -3.4075  1.7963  -8.4814  0.027
C  -2.8618  2.5836  -7.3666  -0.398
O  -1.8814  3.2763  -7.4822  0.119
H  -3.1068  2.8909  -5.2320  0.104
H  -4.7036  1.1630  -4.8362  0.112
H  -4.9107  0.5825  -9.1659  0.120
H  -3.1287  2.0130  -9.5020  0.122
C  0.4469  5.7675  -4.7748  0.051
C  1.5542  5.0855  -4.3992  0.016
C  1.5818  4.0305  -3.3118  -0.363
O  2.5393  3.3177  -3.0376  0.080
C  0.2038  3.7521  -2.8145  0.037
C  -0.9610  4.2753  -3.3293  0.004
C  -0.9620  5.3680  -4.2714  -0.418
O  -1.9713  5.8589  -4.6195  0.139
H  0.6047  6.4850  -5.5665  0.111
H  2.3872  5.3658  -5.0268  0.108
H  0.0742  2.8574  -2.2236  0.105
H  -1.8387  3.6925  -3.0916  0.103
C  -1.6706  0.8251  4.0110  0.041
C  -0.8033  0.8058  5.0600  0.027
C  -0.9730  1.6832  6.2017  -0.405
O  -0.2264  1.8204  7.1614  0.096
C  -2.2095  2.4627  6.1653  0.034
C  -3.0983  2.4547  5.1201  0.034
C  -2.9130  1.6758  3.9128  -0.383
O  -3.5603  1.6052  2.8878  0.095
H  -1.4792  0.1850  3.1624  0.100
H  0.1237  0.2703  4.9175  0.101
H  -2.2927  3.0578  7.0627  0.122
H  -4.0065  3.0332  5.2023  0.118
C  5.0442  -0.0544  0.9521  0.006
C  6.1966  0.0254  1.6633  0.022
C  7.0215  1.1912  1.8267  -0.326
O  8.0100  1.3111  2.6181  0.075
C  6.5336  2.2972  0.9141  0.019
C  5.4342  2.1957  0.1798  0.026
C  4.5152  0.9579  0.0881  -0.293
O  3.4422  0.7119  -0.5539  0.052
H  4.5652  -1.0208  1.0071  0.092
H  6.5575  -0.9148  2.0535  0.117
H  7.1321  3.1945  0.8592  0.120
H  5.0507  3.0269  -0.3931  0.108
C  -2.8060  -1.0162  -4.0684  -0.013
C  -2.9788  -2.1644  -4.7689  0.074
C  -2.1821  -2.5014  -6.0365  -0.321
O  -2.3522  -3.4447  -6.8231  0.095
C  -1.3161  -1.3443  -6.4039  0.025
C  -1.1324  -0.2368  -5.6594  0.028
C  -1.8183  -0.0363  -4.3518  -0.408
O  -1.5907  0.9208  -3.6109  0.083
H  -3.3009  -0.8229  -3.1281  0.094
H  -3.7325  -2.8638  -4.4385  0.115
H  -0.8217  -1.4030  -7.3622  0.121
H  -0.4712  0.5703  -5.9383  0.110
C  3.5562  4.0899  4.0730  0.033
C  3.0916  2.9648  3.4769  0.033
C  3.0786  1.6771  4.1333  -0.343
O  2.5905  0.6276  3.6780  0.063
C  3.4897  1.7189  5.5792  0.006
C  4.0229  2.7675  6.1572  0.020
C  4.0185  4.1235  5.4610  -0.330
O  4.4526  5.1491  6.0357  0.079
H  3.6463  5.0467  3.5802  0.103
H  2.8736  3.0972  2.4275  0.108
H  3.3842  0.8131  6.1579  0.120
H  4.2581  2.7741  7.2112  0.119
C  1.7819  -7.1866  2.2040  0.015
C  2.0447  -7.8504  1.0291  0.052
C  2.3101  -9.3167  0.8299  -0.395
O  2.5885  -9.8538  -0.2413  0.115
C  2.1322  -9.9858  2.0607  -0.001
C  1.8882  -9.3988  3.2644  0.058
C  1.6196  -7.9373  3.4695  -0.391
O  1.1234  -7.4107  4.4332  0.122
H  1.4959  -6.1492  2.1120  0.089
H  1.9342  -7.3458  0.0806  0.086
H  2.1436  -11.0585  1.9359  0.125
H  1.7038  -9.9713  4.1614  0.117
C  0.8321  -1.4177  0.1397  0.058
C  1.0665  -0.2180  0.7978  0.045
C  0.1225  0.8653  0.9306  -0.359
O  0.2456  1.9786  1.5326  0.074
C  -1.0398  0.6172  0.1423  0.015
C  -1.3659  -0.5289  -0.5169  0.049
C  -0.4457  -1.6595  -0.4517  -0.396
O  -0.7841  -2.7510  -0.9048  0.080
H  1.5219  -2.2445  0.0561  0.106
H  1.9715  -0.1131  1.3777  0.089
H  -1.7850  1.3806  -0.0258  0.116
H  -2.2371  -0.5323  -1.1552  0.088
C  5.5448  -3.2556  4.0924  0.056
C  6.0959  -4.3608  4.7223  0.039
C  5.9886  -5.7569  4.2994  -0.402
O  6.6470  -6.6926  4.7819  0.109
C  4.9525  -5.9485  3.3595  0.030
C  4.3194  -4.9004  2.7388  0.040
C  4.4302  -3.5170  3.1345  -0.397
O  3.7344  -2.6279  2.6931  0.093
H  5.6644  -2.2489  4.4646  0.114
H  6.7216  -4.1913  5.5862  0.117
H  4.7239  -6.9614  3.0627  0.122
H  3.5868  -5.1567  1.9878  0.086
C  -5.4353  2.4077  -1.7082  -0.133
C  -5.2507  0.9537  -1.2154  -0.138
C  -6.5831  0.2344  -1.6164  -0.185
O  -7.2572  1.1552  -2.4263  -0.141
C  -6.9478  2.4638  -2.1111  -0.212
H  -4.7942  2.7244  -2.5308  0.092
H  -5.3832  3.1385  -0.9011  0.088
H  -4.9316  0.8057  -0.1837  0.098
H  -4.3955  0.4731  -1.6905  0.066
H  -7.1621  -0.0058  -0.7247  0.112
H  -6.4604  -0.6805  -2.1962  0.117
H  -7.5504  2.8462  -1.2873  0.115
H  -7.1337  3.0929  -2.9816  0.120
C  -2.7741  -6.7044  -2.8563  -0.131
C  -2.3432  -8.0444  -2.1890  -0.160
C  -0.9195  -7.7982  -1.7648  -0.208
O  -0.4237  -6.8593  -2.7062  -0.127
C  -1.4289  -5.9921  -3.0799  -0.226
H  -3.3569  -6.1544  -2.1175  0.086
H  -3.3739  -6.9124  -3.7423  0.108
H  -2.4000  -8.9146  -2.8428  0.109
H  -3.0345  -8.2656  -1.3757  0.108
H  -0.3369  -8.7094  -1.6291  0.123
H  -0.9161  -7.3426  -0.7746  0.112
H  -1.3205  -5.5808  -4.0836  0.120
H  -1.4957  -5.1337  -2.4115  0.101
C  -0.9993  7.1107  4.2031  -0.174
C  0.0602  6.1890  4.8004  -0.162
C  -0.5850  5.8066  6.1130  -0.181
O  -1.9783  5.7778  5.7525  -0.162
C  -2.3140  6.8592  4.8995  -0.188
H  -1.1065  6.9353  3.1326  0.083
H  -0.6615  8.1452  4.2637  0.112
H  0.9989  6.6730  5.0701  0.118
H  0.1918  5.3353  4.1356  0.106
H  -0.4831  6.6021  6.8512  0.121
H  -0.1599  4.8998  6.5433  0.116
H  -2.6428  7.7723  5.3958  0.117
H  -3.0915  6.4784  4.2374  0.105
C  2.8666  -4.4195  -2.5609  -0.142
C  3.7621  -3.3750  -1.9063  -0.189
C  4.3319  -4.1016  -0.7366  -0.206
O  3.3358  -5.0645  -0.4292  -0.162
C  2.2092  -5.0480  -1.3102  -0.160
H  3.4316  -5.1111  -3.1859  0.117
H  2.1697  -4.0368  -3.3064  0.111
H  3.2039  -2.4787  -1.6359  0.097
H  4.5219  -3.0324  -2.6087  0.116
H  4.5655  -3.3177  -0.0161  0.102
H  5.2545  -4.5914  -1.0478  0.128
H  1.5117  -4.3136  -0.9075  0.098
H  1.7333  -6.0087  -1.5067  0.102
C  1.2809  6.3411  -0.1366  -0.145
C  2.4290  5.3484  -0.1538  -0.182
C  3.3890  5.8898  0.8568  -0.182
O  2.4442  6.1321  1.8726  -0.175
C  1.1964  6.5310  1.3820  -0.219
H  0.3358  5.9999  -0.5590  0.098
H  1.5963  7.3008  -0.5460  0.118
H  2.8477  5.4249  -1.1573  0.104
H  2.0752  4.3378  0.0500  0.123
H  3.7467  6.9143  0.7543  0.133
H  4.1881  5.2210  1.1764  0.113
H  0.7952  7.5241  1.5840  0.123
H  0.5014  5.7847  1.7667  0.099
C  -2.4818  5.0384  0.4153  -0.122
C  -3.1411  5.6272  -0.8993  -0.154
C  -4.3341  6.4631  -0.5181  -0.192
O  -4.3239  6.3743  0.9131  -0.152
C  -3.6724  5.1664  1.4004  -0.150
H  -1.5800  5.5572  0.7406  0.075
H  -2.1138  4.0388  0.1842  0.091
H  -3.4999  4.7032  -1.3527  0.077
H  -2.4440  6.1211  -1.5762  0.097
H  -5.2935  6.1043  -0.8910  0.110
H  -4.2550  7.5000  -0.8448  0.117
H  -4.2869  4.2661  1.4116  0.111
H  -3.2580  5.3996  2.3812  0.094
C  0.5959  -3.8625  3.1934  -0.195
C  -0.8525  -4.0674  2.9371  -0.173
C  -1.5708  -3.4647  4.1267  -0.142
O  -0.7724  -2.2279  4.1899  -0.171
C  0.6179  -2.6484  4.1013  -0.172
H  1.1511  -3.8147  2.2566  0.095
H  1.1610  -4.6129  3.7462  0.098
H  -1.0895  -5.0986  2.6752  0.119
H  -1.1371  -3.4074  2.1177  0.103
H  -1.5462  -3.9899  5.0815  0.120
H  -2.6355  -3.2594  4.0157  0.104
H  1.0646  -2.8134  5.0818  0.122
H  1.1443  -1.7832  3.6982  0.096
C  -3.9418  -3.8689  0.2710  -0.151
C  -4.8856  -3.5897  1.4321  -0.138
C  -5.5873  -2.2604  1.1455  -0.157
O  -4.8328  -1.7529  0.0461  -0.139
C  -4.1915  -2.7363  -0.6997  -0.234
H  -4.2139  -4.8548  -0.1060  0.100
H  -2.8610  -3.8738  0.4123  0.090
H  -4.3304  -3.5175  2.3674  0.090
H  -5.5785  -4.4248  1.5351  0.110
H  -5.4671  -1.5876  1.9947  0.118
H  -6.6646  -2.2742  0.9798  0.116
H  -3.1882  -2.4984  -1.0529  0.076
H  -4.6583  -3.0840  -1.6214  0.116


No. 2
# C2H9BNO2S

A gas-phase ion, C2H9BNO2S (charge +1) at a distorted geometry (the ωB97M-V functional and the def2-TZVPD basis, the Open Molecules 2025 dataset).

Summary:
Energy relative to the best compared isomer or geometry (same formula, charge and spin) (eV): 0.000
Charge: +1
Total energy (Eh): -709.703342
HOMO-LUMO gap (eV): 10.41

Last column: Löwdin charge in e.
Geometry (Å):
B  0.8684  -0.2047  -1.2069  -0.684
C  -1.3330  -0.5028  0.2103  -0.349
C  0.1283  0.5014  0.0126  -0.087
N  0.7612  0.4396  1.4389  0.146
O  0.4577  0.2987  -2.3664  0.228
O  2.0025  -0.9443  -0.9755  0.181
S  -2.1015  0.1975  1.7434  0.796
H  -1.2239  -1.5327  0.3740  0.050
H  -1.9286  -0.4501  -0.6505  0.060
H  -0.1447  1.5028  -0.1267  0.117
H  1.4358  1.1750  1.5155  0.149
H  1.2971  -0.4039  1.6850  0.169
H  -0.0923  0.5480  2.1282  0.073
H  0.6057  -0.0132  -3.2680  0.142
H  2.3705  -1.4570  -1.7145  0.131
H  -3.1030  0.8456  1.2007  -0.121


LUMO energy (computed, eV): -2.412; -3.221
Highest occupied orbital energy (computed, eV): -9.597; -13.635